(1)
Molecular formula: C3H7O4P
Method: DFT, ωB97M-V/def2-TZVPD

XYZ file:
```
15
C3H7O4P (ωB97M-V/def2-TZVPD)
O -1.35 1.51 -0.69
H 3.59 0.21 -0.42
H -1.39 1.45 1.23
C -0.58 1.28 0.53
H -1.78 -1.42 0.91
O -1.19 -1.39 -1.02
P 1.60 -0.25 -0.05
H -0.23 -2.00 0.61
O 2.22 -1.56 0.11
C -0.86 -1.24 0.37
H -2.11 -1.12 -1.07
O 2.90 0.88 -0.17
H 0.16 2.04 0.57
C -0.04 -0.02 0.66
H -0.93 1.62 -1.57
```

## Properties
- Highest occupied orbital energy (alpha / beta): -0.3344 / -0.3343 hartree
- Kohn-Sham gap (alpha / beta): 8.09 / 8.09 eV
- Energy above the lowest of the compared OMol25 structures with the same formula, charge and spin: 244.1 kJ/mol

Atom charges from the Mulliken analysis, given in e for atoms 1 to 6:
1 O -0.5571
2 H 0.3539
3 H 0.2928
4 C -0.7849
5 H 0.4781
6 O -0.4913



(2)
Molecular formula: C3H2BrCl
Method: DFT, ωB97M-V/def2-TZVPD

XYZ file:
```
7
C3H2BrCl (ωB97M-V/def2-TZVPD)
C -1.37 0.87 0.74
Br 0.24 -0.57 -2.95
H -2.41 1.03 0.59
C -0.36 0.16 0.69
Cl 2.28 0.27 0.67
C 0.81 -0.44 0.47
H 0.81 -1.31 -0.21
```

## Properties
- Highest occupied orbital energy (alpha / beta): -0.3988 / -0.3055 hartree
- Kohn-Sham gap (alpha / beta): 9.54 / 4.74 eV
- Energy above the lowest of the compared OMol25 structures with the same formula, charge and spin: 215.4 kJ/mol

Atom charges from the Mulliken analysis, given in e for atoms 1 to 6:
1 C -0.1886
2 Br -0.0765
3 H 0.3593
4 C 0.1361
5 Cl -0.0903
6 C -0.4984



(3)
Molecular formula: CH4N2S
Method: DFT, ωB97M-V/def2-TZVPD

XYZ file:
```
8
CH4N2S (ωB97M-V/def2-TZVPD)
H -2.01 -0.11 1.07
N -0.54 -0.02 -0.72
N 0.34 -0.86 0.14
S -2.02 0.47 -0.14
H 0.81 1.10 0.95
H 1.71 0.63 -0.72
C 0.88 0.44 -0.05
H 0.82 -1.65 -0.52
```

## Properties
- Highest occupied orbital energy: -0.3151 hartree
- Kohn-Sham gap: 9.60 eV
- SMILES string: SN1CN1
- Energy above the lowest of the compared OMol25 structures with the same formula, charge and spin: 382.2 kJ/mol

Atom charges from the Mulliken analysis, given in e for atoms 1 to 6:
1 H 0.1453
2 N -0.1668
3 N -0.4393
4 S -0.1429
5 H 0.1850
6 H 0.2561



(4)
Molecular formula: C21H30ClO26
Method: DFT, ωB97M-V/def2-TZVPD

XYZ file:
```
78
C21H30ClO26 (ωB97M-V/def2-TZVPD)
O 0.16 -0.93 -1.68
C 3.58 -2.14 -3.31
O -5.64 -3.82 3.50
H 2.75 -1.08 -0.80
C 3.13 1.05 2.38
H -2.51 0.46 -1.91
H -4.55 0.12 2.48
O 2.86 2.12 3.25
O -4.38 -3.02 1.83
O 3.37 -2.03 -4.47
H -1.07 3.97 -1.86
H -0.88 -4.31 -0.71
H -5.77 -0.55 1.38
C 1.05 1.22 -4.02
C -0.66 -4.05 1.41
O -2.50 0.68 3.64
H -0.03 1.21 1.80
H -0.02 -0.66 -4.33
O -0.14 7.52 0.20
C -0.05 0.37 -4.67
H -1.27 3.85 -0.08
O 0.36 0.41 -6.05
H 3.84 0.32 2.76
O -2.96 0.75 -2.72
H -0.65 0.07 4.38
C -2.68 1.97 3.28
O -1.62 2.42 2.57
O 0.99 5.58 -0.01
O -0.53 -6.08 0.30
H -3.85 0.41 -2.63
C -0.53 1.50 2.71
C 3.67 1.79 1.12
C 1.67 0.70 -6.14
H 1.39 0.79 -3.08
H 2.20 0.54 2.14
H 2.71 -3.43 -0.74
H -1.62 -3.55 1.31
H 0.70 2.24 -3.88
C 3.67 -1.53 -1.16
C 3.61 -3.05 -1.22
H 3.24 1.39 0.21
H 1.03 3.58 0.14
C -4.98 -0.80 2.08
O -3.67 2.59 3.48
O 3.23 3.13 1.34
C 2.72 3.27 2.59
H 1.38 4.24 -1.52
H -3.96 -1.60 0.34
O 2.13 1.15 -4.95
H -1.06 -0.59 2.82
C 0.76 4.29 -0.62
C -3.97 -1.72 1.42
O -0.82 -5.16 2.30
H 4.42 -1.17 -0.44
C -1.15 0.31 3.44
H 4.76 1.72 1.11
O -1.01 -7.39 2.05
O -1.54 -0.29 -0.14
O -1.04 5.75 -0.87
H 4.51 -3.52 -0.81
C -0.26 -4.71 0.09
H 0.19 1.95 3.40
Cl -0.14 -0.18 -0.48
C -0.74 4.35 -0.90
O 2.31 0.59 -7.13
H -1.07 0.73 -4.59
H -2.95 -1.54 1.78
O 3.46 -3.29 -2.62
H 0.07 -3.35 1.80
O 2.22 4.26 3.00
O 0.60 -0.85 0.58
O 0.33 1.16 -0.65
C -0.07 6.39 -0.18
O 3.99 -1.15 -2.48
H 0.78 -4.54 -0.19
C -5.22 -2.89 2.89
O -5.49 -1.61 3.15
C -0.82 -6.31 1.61
```

## Properties
- Highest occupied orbital energy: -0.3207 hartree
- Kohn-Sham gap: 10.43 eV
- Net charge: -1

Atom charges from the Mulliken analysis, given in e for atoms 1 to 6:
1 O -0.6317
2 C 0.6111
3 O -0.5455
4 H -0.5547
5 C 0.2022
6 H 0.3114



(5)
Molecular formula: C25H30N2O5S
Method: DFT, ωB97M-V/def2-TZVPD

XYZ file:
```
63
C25H30N2O5S (ωB97M-V/def2-TZVPD)
H 1.94 -1.87 -0.98
H -2.24 1.67 1.60
C 1.11 1.97 1.19
C 3.28 -0.67 4.41
C -0.34 -1.65 0.32
H -3.43 -2.84 1.22
C -0.08 3.33 -0.39
C 2.65 -3.11 0.63
C -2.51 -2.85 0.64
H 0.28 -4.86 0.49
C -1.89 2.26 -2.76
C 1.68 -2.82 -0.52
H -0.01 -0.84 -4.12
H -0.74 -4.44 -0.88
C 3.75 -1.46 2.07
H -2.66 0.93 -1.28
H 3.67 -3.21 0.27
H -1.00 3.30 -4.43
C -0.09 1.54 1.74
H 1.78 -3.61 -1.27
H -0.09 0.86 2.57
H -1.67 -1.35 1.94
H -1.32 -3.93 2.07
H 4.17 -1.21 4.74
H -1.44 -1.03 -2.12
C -1.73 -1.56 0.87
H 4.32 0.45 2.87
C -1.29 1.99 1.21
O 2.28 0.44 2.53
C -2.57 4.63 -2.94
C 1.12 2.88 0.13
H 0.17 -0.70 0.19
C 3.47 -0.23 2.97
S -2.83 3.41 -0.57
C 0.26 -2.78 -0.02
H -2.78 -2.93 -0.41
C -1.65 -4.04 1.03
C -0.43 -4.12 0.11
C -0.53 0.03 -3.75
C -1.27 2.87 0.14
H 1.74 -1.60 1.77
O -3.84 2.46 -0.20
C 2.43 1.45 1.66
H 2.37 -4.04 1.14
N 2.64 -2.02 1.58
H -0.09 4.04 -1.21
C -1.10 2.36 -3.90
H -2.22 -4.97 0.96
C -0.43 1.25 -4.39
H -1.57 5.03 -3.09
H 0.18 1.34 -5.27
O 4.87 -1.87 1.89
H -3.14 5.32 -2.33
H 2.07 3.20 -0.26
O 3.49 1.87 1.28
C -2.01 1.02 -2.13
N -2.55 3.37 -2.23
H -2.26 -0.71 0.41
H 2.42 -1.33 4.49
H -3.06 4.50 -3.90
H 3.13 0.19 5.05
O -3.06 4.78 -0.21
C -1.34 -0.08 -2.62
```

## Properties
- Highest occupied orbital energy: -0.3219 hartree
- Kohn-Sham gap: 8.44 eV
- SMILES string: C[C@H](OC(=O)c1ccc(S(=O)(=O)N(C)c2ccccc2)cc1)C(=O)NCCC1=CCCCC1
- Energy above the lowest of the compared OMol25 structures with the same formula, charge and spin: 33.3 kJ/mol

Atom charges from the Mulliken analysis, given in e for atoms 1 to 6:
1 H 0.3185
2 H 0.5032
3 C 0.4849
4 C -1.4813
5 C -0.0302
6 H 0.4079



(6)
Molecular formula: C46H58Li2O22S
Method: DFT, ωB97M-V/def2-TZVPD

XYZ file:
```
129
C46H58Li2O22S (ωB97M-V/def2-TZVPD)
C 2.35 -3.21 2.73
H 1.90 0.07 -2.61
O -2.35 0.38 -2.16
H 5.10 1.21 1.91
H 0.83 -4.92 5.09
C 2.27 -5.80 3.84
O 1.34 0.11 0.05
C 2.11 1.31 -4.72
H -1.86 2.75 4.55
H 1.10 0.92 -4.66
C 3.89 3.18 3.02
O -6.33 3.13 1.97
O 4.39 2.30 -7.45
H -3.17 4.23 -4.22
H 2.03 -2.05 -4.21
H 3.69 2.09 -8.20
O 1.35 4.11 5.43
H 5.98 1.69 -5.24
O 0.65 4.10 0.91
Li -1.38 2.86 0.94
O -2.52 3.33 2.79
H 4.89 2.98 -1.09
H -1.85 -1.74 -0.41
C -4.38 0.25 0.79
H -7.28 -1.29 2.05
C -0.62 2.09 -2.32
C -2.18 -3.55 -0.24
H -3.49 0.18 0.43
H -1.27 4.38 4.06
C 3.95 2.07 -6.13
O -0.77 -7.47 0.08
H 4.05 4.42 -1.23
C -0.90 -3.73 0.40
H -7.31 3.16 2.20
O 2.80 2.57 -0.48
C -0.49 -5.06 0.49
C -1.90 1.56 -2.74
O 0.26 -1.01 -2.50
H 1.86 4.42 6.04
H -0.70 -0.39 3.30
H -3.94 -4.37 -1.30
C 3.27 -5.46 2.90
C 0.04 -2.01 -3.42
H -3.57 1.92 -4.00
S -0.02 -0.04 0.79
C 2.56 1.84 -5.95
H 5.21 1.53 -3.10
H 2.08 3.02 -0.23
H 3.32 4.90 4.14
O -0.91 -0.53 -0.18
C -1.46 3.44 3.72
H -1.86 0.05 -1.43
C 0.70 5.40 1.46
H 1.36 3.54 1.38
H -4.34 2.53 0.97
C 3.12 3.94 3.91
C 1.96 3.35 4.39
C -1.15 -2.69 -3.51
C -6.55 -0.41 1.65
C -5.35 -0.79 1.05
O -2.58 -2.26 -0.62
O -0.13 -5.71 -5.37
H 0.21 1.79 -1.64
H -7.99 1.07 2.30
O 4.30 1.07 1.76
O 2.79 0.46 -2.56
C 4.41 1.54 -3.85
O -0.74 5.40 -3.91
H -0.29 5.93 1.45
H -0.30 -1.07 -1.89
H -4.25 -2.02 0.31
H -2.98 -1.24 3.50
C 1.31 -3.43 3.66
H 4.08 -7.30 2.86
C -2.51 -5.98 -0.69
C 1.08 -3.76 -4.84
H 2.17 -6.64 4.40
O -0.48 1.32 1.01
H 0.84 5.52 2.56
C -2.53 -0.62 4.24
Li 3.13 0.41 -0.27
C -2.99 -4.65 -0.77
O 0.13 -0.74 1.95
H 0.87 1.41 4.66
O -1.16 -0.21 4.13
H 1.72 -4.30 -5.34
H -3.00 -6.95 -1.14
C 4.00 3.53 -0.51
H 2.25 0.28 3.08
C -5.97 1.88 1.70
C 1.35 -4.77 4.23
H 4.43 3.81 0.44
C 3.34 -4.17 2.29
H -0.86 -6.33 -5.01
H -1.32 5.69 -4.61
H -0.70 3.08 3.31
H -3.25 3.61 3.11
H -2.66 -1.18 5.32
C 1.62 1.92 4.21
C -1.24 -6.22 0.02
H 1.89 1.80 -6.73
H -3.26 0.22 4.47
C -4.78 1.61 1.15
C -2.74 2.28 -3.54
H 0.38 -1.63 3.06
H 0.57 3.82 -2.44
C -0.17 -4.49 -4.86
C 1.11 -2.55 -4.09
H 0.23 -7.76 0.36
C -6.93 0.82 1.99
H -0.30 -3.03 0.73
C 3.14 1.12 -3.70
H 0.45 -5.33 1.06
C -1.17 4.22 -3.56
C 3.61 1.85 2.78
O 4.28 -6.30 2.65
O -5.05 -2.09 0.69
H 4.06 -4.05 1.41
H 2.43 -2.30 2.12
H -2.11 -2.20 -3.00
C 4.86 1.81 -5.11
C -2.32 3.59 -3.89
H 1.31 5.88 0.75
H 4.92 3.74 2.65
C -1.29 -3.89 -4.16
O 0.41 -2.46 3.85
H -2.23 -4.20 -4.36
C -0.30 3.35 -2.71
C 2.35 1.25 3.26
```

## Properties
- Highest occupied orbital energy: -0.2576 hartree
- Kohn-Sham gap: 6.79 eV
- Energy above the lowest of the compared OMol25 structures with the same formula, charge and spin: 101.8 kJ/mol

Atom charges from the Mulliken analysis, given in e for atoms 1 to 6:
1 C 0.4523
2 H 0.1115
3 O -0.5927
4 H 0.2055
5 H 0.5851
6 C -1.0347



(7)
Molecular formula: C10H57AlF2N3O26
Method: DFT, ωB97M-V/def2-TZVPD

XYZ file:
```
99
C10H57AlF2N3O26 (ωB97M-V/def2-TZVPD)
H 0.75 0.68 5.96
F 3.30 -0.25 1.13
H -2.72 -6.87 1.85
O 1.84 -4.12 -2.32
O 0.53 3.56 2.50
O 2.96 -1.42 -0.76
H -1.00 4.85 -0.68
C 2.50 -0.84 0.18
H -2.14 0.98 1.72
H 2.72 -3.72 -2.38
H 1.02 1.34 -5.39
H 1.59 8.27 -0.22
H 1.85 3.87 -0.68
O -3.50 -1.09 -5.06
H -3.27 -1.75 -4.39
C -2.42 -0.03 -1.65
O 2.22 -4.72 2.86
H 4.37 -4.80 -2.57
H -0.39 -5.02 1.31
H -4.12 -2.52 2.00
C 0.53 2.47 1.90
H 6.22 -3.46 2.35
H -3.27 -7.08 0.44
O -3.77 -2.00 2.73
H -2.81 3.15 -2.89
C -3.96 0.31 0.65
H 6.66 2.56 0.54
H 1.96 -4.14 3.59
H 5.62 -4.08 -2.10
H 0.00 -0.62 -4.42
H 1.41 -3.61 -1.62
N -4.62 -0.13 -0.45
O -0.14 1.01 5.84
H 1.83 -4.30 2.08
H -5.88 4.98 1.31
C -1.72 0.45 -0.44
H 1.34 4.31 -5.72
H 0.31 7.59 -0.68
C 0.47 -1.90 -0.09
H -4.57 0.43 1.58
H 0.60 -0.75 -3.02
H 4.90 -1.92 -0.31
H -3.10 -2.87 -0.68
H -0.17 1.81 6.39
H 0.85 0.94 -1.86
H -0.53 -6.53 1.45
N 1.12 -0.75 0.41
H -6.43 1.55 -1.22
O -3.47 2.42 2.51
O -5.44 4.38 0.70
H -1.80 -2.99 -1.45
H -0.21 0.38 2.33
C -3.83 -0.30 -1.54
H 6.00 2.41 1.90
H -3.53 -2.67 3.39
H 6.34 -2.01 -0.79
C 2.03 3.04 0.06
H -4.33 -0.69 -2.46
H 2.67 2.29 -0.48
H -0.39 4.71 0.70
H -2.10 -4.09 4.19
H -3.86 2.87 1.74
H 2.46 5.08 -6.40
O 0.11 -2.05 -1.21
H 1.40 0.77 3.01
O 5.71 -2.45 -0.21
H -1.84 -0.21 -2.58
O -3.34 -7.42 1.34
O 1.70 5.20 -5.83
N 0.72 2.48 0.47
H -0.08 1.48 3.77
O -2.68 -3.38 -1.38
H 2.56 3.50 0.94
H 5.09 0.01 1.41
C -2.55 0.64 0.76
O 0.36 -0.10 -3.69
O 6.07 -2.83 3.06
O 5.80 2.54 0.97
O 5.90 -0.05 1.95
H 2.14 2.10 -6.07
O -6.85 2.38 -0.98
O -0.65 5.37 0.05
O -1.99 3.07 -2.39
H -6.15 3.80 0.38
H 6.60 -0.11 1.30
O 0.96 8.25 -0.95
H -3.84 -1.61 -5.79
O -0.81 -5.70 1.86
O 5.02 -4.15 -2.86
Al 0.29 0.83 -0.37
H -1.30 3.01 -3.07
F 0.28 -2.95 0.79
H -6.59 2.99 -1.68
O 1.38 2.23 -5.50
H 6.13 -1.97 2.63
C 0.39 1.20 2.78
H -3.73 2.98 3.26
H -2.71 -4.27 5.57
O -2.95 -4.10 4.65
```

## Properties
- Highest occupied orbital energy: -0.2314 hartree
- Kohn-Sham gap: 8.01 eV
- Net charge: -1

Atom charges from the Mulliken analysis, given in e for atoms 1 to 6:
1 H 0.3167
2 F -0.2896
3 H 0.3323
4 O -0.6786
5 O -0.6878
6 O -0.6901



(8)
Molecular formula: C15H8ClF3IN3O5PtS2Se
Method: DFT, ωB97M-V/def2-TZVPD

XYZ file:
```
40
C15H8ClF3IN3O5PtS2Se (ωB97M-V/def2-TZVPD)
Se 2.64 -0.22 0.09
C -3.28 -4.49 0.10
H -0.55 6.09 0.24
O 0.15 1.65 0.13
C -2.25 4.90 -0.15
F -4.41 -4.51 0.82
C 6.90 -1.13 -0.10
H 5.85 -4.20 -0.23
C -1.98 2.53 -0.04
O 1.71 -3.61 -0.08
F -2.47 -5.37 0.71
C -2.83 3.63 -0.23
C 5.76 -3.13 -0.15
F -3.61 -4.96 -1.09
O -1.97 -1.81 0.96
S 0.75 -2.56 0.38
O -1.26 -3.35 -0.77
Pt -0.96 -0.06 0.27
N -2.38 1.22 0.08
H -3.95 -0.11 0.16
C 4.54 -2.47 -0.04
C -4.59 2.02 0.05
Cl -3.18 6.34 -0.22
H -4.90 4.17 -0.12
C 4.49 -1.04 0.00
H 7.84 -0.62 0.02
N 0.88 -1.05 0.12
S -2.49 -2.71 -0.17
C -0.59 2.70 -0.01
H 5.82 0.73 -0.16
O -3.48 -1.92 -0.91
I 1.99 4.15 0.12
C -4.21 3.33 -0.11
H 3.66 -3.10 0.06
C -0.91 5.07 0.11
C -3.71 0.93 0.11
C -0.04 3.98 0.09
H -5.62 1.77 0.16
C 5.71 -0.37 -0.02
N 6.90 -2.44 -0.18
```

## Properties
- Highest occupied orbital energy (alpha / beta): 0.0048 / -0.0728 hartree
- 2S+1: 3
- Kohn-Sham gap (alpha / beta): 3.94 / 6.05 eV
- Net charge: -2
- Energy above the lowest of the compared OMol25 structures with the same formula, charge and spin: 271.0 kJ/mol
- <S²>: 2.0320

Atom charges from the Mulliken analysis, given in e for atoms 1 to 6:
1 Se -0.0556
2 C 0.5472
3 H 0.3407
4 O -0.6288
5 C 0.6049
6 F -0.2521



no.,E (eV)
1,-20700.9474
2,-85703.5009
3,-14913.6428
4,-88017.7869
5,-50465.4979
6,-104920.8967
7,-81036.7232
8,-149429.0121